Here is a molecular structure, C38H34IN2PS2Sr from OMol25. Energies are from wB97M-V/def2-TZVPD.

CARTESIAN COORDINATES (ANGSTROEM)
Sr: -0.04022 -0.00244 -0.04126
C: 3.13485 0.44255 0.45111
N: 2.26781 -0.67888 0.84435
C: 1.91237 -0.57797 2.28117
C: 0.65219 -1.33744 2.67915
N: -0.60624 -0.58374 2.43514
C: -1.75356 -1.50504 2.40026
C: -0.79166 0.49245 3.39661
C: -1.07472 0.14731 4.71922
C: -1.27906 1.10157 5.69573
C: -1.19524 2.44295 5.34569
C: -0.90606 2.79695 4.04347
C: -0.69420 1.84253 3.03276
S: -0.31471 2.46551 1.43262
C: 2.79934 -1.98047 0.46798
C: 4.12489 -2.26018 0.80440
C: 4.73161 -3.45152 0.45915
C: 3.98977 -4.39722 -0.23614
C: 2.66930 -4.14344 -0.54876
C: 2.02361 -2.94168 -0.20130
S: 0.32134 -2.81747 -0.62982
H: 4.07290 0.45840 1.01518
H: 2.60602 1.38310 0.62781
H: 3.38022 0.34963 -0.60836
H: 1.77705 0.48235 2.51619
H: 2.75264 -0.94762 2.88101
H: 0.72120 -1.58493 3.74441
H: 0.59878 -2.27197 2.11516
H: -1.87509 -2.04738 3.34359
H: -1.60666 -2.22857 1.59577
H: -2.66456 -0.93155 2.22556
H: -1.13441 -0.90092 4.98833
H: -1.50075 0.80567 6.71261
H: -1.35348 3.21463 6.08862
H: -0.83650 3.84126 3.76987
H: 4.69660 -1.51691 1.34746
H: 5.76323 -3.63934 0.72592
H: 4.43709 -5.33926 -0.52823
H: 2.08678 -4.88813 -1.07528
I: -2.16420 2.38775 -1.32540
C: -2.96428 2.60124 -3.27884
C: -3.96674 3.53514 -3.27694
C: -4.60778 3.95216 -4.45461
C: -4.20354 3.42957 -5.64118
C: -3.17296 2.46000 -5.68874
C: -2.79594 1.97323 -6.96075
C: -1.81863 1.03689 -7.09333
C: -1.20970 0.53697 -5.93449
C: -1.53693 0.96599 -4.66812
P: -0.69820 0.00675 -3.33484
C: -1.26804 -1.69236 -3.69102
C: -0.63037 -2.58067 -4.55069
C: -1.13195 -3.86063 -4.73192
C: -2.28034 -4.26286 -4.06485
C: -2.92652 -3.38110 -3.21092
C: -2.41659 -2.10654 -3.02016
C: 1.05582 0.04392 -3.83499
C: 1.60439 1.15018 -4.48402
C: 2.97836 1.25649 -4.65394
C: 3.82174 0.26519 -4.17324
C: 3.28469 -0.83712 -3.52065
C: 1.91267 -0.94879 -3.34769
C: -2.53148 1.98717 -4.49667
H: -4.26873 3.98207 -2.33905
H: -5.39515 4.69183 -4.40151
H: -4.65681 3.74001 -6.57426
H: -3.30879 2.36992 -7.82855
H: -1.52432 0.66389 -8.06516
H: -0.45707 -0.23317 -6.04572
H: 0.27785 -2.28592 -5.06273
H: -0.61917 -4.54901 -5.39162
H: -2.66453 -5.26501 -4.20336
H: -3.81808 -3.68988 -2.68067
H: -2.91608 -1.42518 -2.33792
H: 0.95758 1.93334 -4.85992
H: 3.38819 2.12055 -5.16128
H: 4.89258 0.35088 -4.30557
H: 3.93078 -1.61662 -3.13517
H: 1.50603 -1.80356 -2.81636

Forces on atoms 1 to 2 (eV/Å):
-0.380 0.164 -0.737
0.043 -0.238 -0.039

Its total charge is 0. For the HOMO energy, the calculation gives -7.13 eV. For the maximum force, the calculation gives 0.8 eV Å⁻¹. For the gap between HOMO and LUMO, the calculation gives 7.0341 eV. The calculation puts the total energy at -82836.64080 eV. Its LUMO energy is -0.10 eV.